# C3H4N2O

The molecule C3H4N2O in a non-equilibrium geometry (the ωB97M-V functional and the def2-TZVPD basis, OMol25).

Structure (XYZ):
```
10
Properties=species:S:1:pos:R:3:forces:R:3
O -1.0594 1.9572 -0.4994 1.196 0.559 -0.086
C -0.5536 0.7716 -0.1333 0.786 -0.341 0.079
C -0.9840 -0.5676 -0.0513 0.041 0.065 -0.035
C 0.1948 -1.2477 0.1828 0.026 -0.205 0.067
N 1.2044 -0.3541 0.1989 -0.046 -0.498 0.634
N 0.7461 0.8938 0.0804 0.244 -0.524 -0.131
H -0.0898 2.3001 -0.5333 -2.377 1.116 -0.355
H -1.9730 -0.9845 -0.1677 0.170 0.118 -0.018
H 0.3915 -2.2948 0.3367 -0.083 -0.060 -0.030
H 2.1231 -0.4740 0.5862 0.044 -0.229 -0.126
```
Positions in Å, forces in eV/Å.

Its energy relative to the best compared isomer or geometry (same formula, charge and spin) is 37.3 kcal/mol. As for the HOMO-LUMO gap: 9.87 eV. For the electronic energy, the calculation gives -301.4278 Ha. The structure (SMILES) is Oc1cc[nH]n1. The highest occupied orbital energy comes out at -8.886 eV.

These are the natural (NBO) partial charges, in e, on atoms 1 to 4: O -0.6571; C 0.4274; C -0.3935; C -0.0196

***

# C18H22FHgN3O4S

A structure of composition C18H22FHgN3O4S in a non-equilibrium geometry (the ωB97M-V functional and the def2-TZVPD basis, OMol25).

Structure (XYZ):
```
50
Properties=species:S:1:pos:R:3:forces:R:3
C -0.3814 3.8112 2.3508 0.502 1.143 0.352
O -1.3432 4.3733 1.3818 1.527 -2.457 -0.541
C -1.2577 3.6673 0.0735 -0.868 0.892 -0.325
C -2.7461 3.0176 -0.2043 0.166 -0.401 -0.469
C -2.9386 2.4668 -1.7596 -0.135 -0.646 -0.126
C -3.9516 1.1572 -1.7235 -0.030 0.167 0.235
C -3.1379 -0.2650 -1.6577 -0.215 -0.402 0.051
C -1.8651 -0.2514 -0.5741 -1.357 0.418 -0.149
C -1.2305 -1.7642 -0.6146 0.530 -0.667 -0.480
C 0.4065 -1.8292 -0.6798 2.392 -0.574 0.858
C 1.3510 -2.4796 0.5326 2.130 -0.167 -1.353
C 0.6871 -3.0815 1.9431 -0.066 0.836 -0.388
C 0.8726 -1.8442 3.0528 -0.095 1.022 -0.235
O 1.5875 -2.2658 4.2692 2.688 1.617 -2.153
C 3.0146 -1.8563 4.2325 4.296 -4.281 5.154
O 3.9095 -2.5016 5.0157 -6.590 4.417 -5.533
C 3.0109 -2.5510 0.3811 -1.868 -0.386 1.092
F 3.8814 -3.1490 1.4605 -3.790 2.464 -4.456
C 3.7724 -1.9942 -0.9607 2.225 -0.369 0.246
N 5.2765 -2.0880 -1.1322 -7.816 1.253 -1.179
S 5.4526 -1.3403 -2.7358 -5.058 0.559 0.696
N 3.7921 -0.9031 -3.2059 0.412 -1.813 3.771
C 2.8261 -1.3230 -2.1197 1.291 -0.894 0.763
C 1.1933 -1.2336 -1.9917 3.088 0.036 -0.284
N 0.4565 -0.5664 -3.1629 2.803 5.530 4.001
C 0.7352 0.7908 -2.9646 1.132 4.692 1.620
O 0.9995 2.0961 -2.6934 -2.515 -11.859 -2.678
H -0.4992 2.6528 2.5276 0.073 2.185 -0.431
H 0.6976 4.0646 1.9340 -1.973 -0.730 1.000
H -0.5408 4.4138 3.3630 0.307 -1.481 -2.256
H -0.3834 2.8733 0.0417 -1.829 1.405 0.231
H -1.0109 4.4876 -0.7335 -0.529 -1.592 1.486
H -3.6373 3.7643 0.0090 2.181 -1.332 -0.297
H -2.8650 2.1212 0.5480 0.152 1.745 -1.465
H -3.3673 3.3069 -2.4864 1.002 -1.817 1.767
H -1.9204 2.0692 -2.2317 -1.953 1.093 0.993
H -4.5905 1.2396 -0.7391 1.132 -0.195 -1.974
H -4.7152 1.1543 -2.6368 1.807 -0.092 1.941
H -2.7373 -0.6467 -2.7047 -0.741 1.093 2.002
H -3.9150 -1.0959 -1.3028 1.767 1.683 -0.630
H -1.0806 0.5920 -0.8058 -1.588 -1.694 0.450
H -2.3800 -0.0363 0.4811 1.609 -0.601 -2.141
H -1.6214 -2.2789 -1.6186 1.074 1.084 1.955
H -1.6928 -2.3751 0.2706 1.424 1.046 -1.665
H -0.4717 -3.3270 1.8089 2.712 0.655 0.041
H 1.2013 -4.0777 2.2957 -0.701 2.163 -0.815
H 1.5141 -0.9556 2.5818 -1.553 -1.879 0.734
H -0.1970 -1.3977 3.3327 2.443 -1.177 -0.382
H 3.4406 -0.9582 3.6020 -1.597 -1.611 0.890
Hg 6.3991 -3.6835 -4.0496 0.004 -0.083 0.077
```
Positions in Å, forces in eV/Å.

As for the HOMO-LUMO gap: 1.82 eV. As for the total charge: +2. For the electronic energy, the calculation gives -1814.3365 Ha. The highest occupied orbital energy comes out at -13.843 eV.

These are the natural (NBO) partial charges, in e, on atoms 1 to 4: C -0.2828; O -0.5085; C -0.0805; C -0.4320

***

# C44H46CoFN9O

A structure of composition C44H46CoFN9O in a non-equilibrium geometry (the ωB97M-V functional and the def2-TZVPD basis, OMol25).

Structure (XYZ):
```
102
Properties=species:S:1:pos:R:3:forces:R:3
Co -0.2093 0.9614 0.3609 0.412 -0.349 -1.030
C -3.8228 -2.3160 1.5734 0.113 -0.021 0.002
C -3.1815 -1.3254 2.5504 0.035 -0.052 -0.019
C -3.4518 -1.7917 3.9834 0.057 0.076 0.038
C -3.6993 0.0739 2.2798 0.040 0.058 -0.017
C -5.0784 0.2326 2.3717 0.003 0.018 -0.054
C -5.6874 1.4401 2.1019 -0.007 -0.003 0.048
C -4.8880 2.5118 1.7601 -0.035 0.012 0.056
C -3.4989 2.4172 1.7032 -0.057 -0.034 -0.034
C -2.7756 3.7240 1.4577 0.089 -0.066 -0.171
C -2.0696 3.7401 0.0988 -0.076 -0.050 0.012
C -1.9006 4.1207 2.6468 -0.001 0.074 -0.073
C -2.8688 1.1734 1.9388 -0.016 -0.091 0.024
N -1.4469 1.0075 1.8947 -0.092 0.064 -0.023
C -0.8417 0.7325 3.0859 0.011 0.105 0.020
C -1.4094 0.9566 4.3588 0.024 -0.006 0.014
C -0.7521 0.6183 5.5299 0.034 -0.007 -0.009
C 0.5144 0.0492 5.5133 -0.034 -0.001 -0.001
C 1.1260 -0.1564 4.2820 0.028 0.059 -0.001
C 0.4540 0.1914 3.1398 0.069 0.050 0.008
F 1.1066 -0.0328 1.9290 -0.082 -0.171 0.096
H -3.3556 -3.2977 1.6605 0.028 -0.062 -0.025
H -3.7317 -1.9651 0.5451 0.040 -0.008 -0.099
H -4.8876 -2.4307 1.7841 0.015 -0.023 -0.015
H -2.1039 -1.3262 2.3999 0.059 -0.008 -0.063
H -4.5243 -1.8457 4.1813 -0.015 -0.005 -0.005
H -3.0035 -1.1155 4.7098 -0.005 -0.017 0.001
H -3.0309 -2.7868 4.1421 -0.005 -0.012 -0.001
H -5.6877 -0.6185 2.6513 -0.004 0.011 0.017
H -6.7607 1.5523 2.1864 -0.011 -0.005 -0.046
H -5.3458 3.4772 1.5780 0.009 0.006 -0.020
H -3.5614 4.4824 1.3982 -0.017 -0.004 0.005
H -1.3901 2.8920 -0.0072 -0.127 0.234 0.020
H -1.4681 4.6428 -0.0245 0.019 -0.019 -0.031
H -2.8064 3.6893 -0.7063 -0.055 0.059 0.008
H -0.9860 3.5435 2.6893 0.194 -0.167 -0.006
H -2.4512 3.9751 3.5790 0.017 0.036 -0.011
H -1.6352 5.1777 2.5757 0.062 0.025 -0.014
H -2.3899 1.4126 4.4060 -0.014 -0.031 0.001
H -1.2410 0.8084 6.4776 -0.011 0.009 0.003
H 1.0199 -0.2235 6.4286 0.011 0.019 0.006
H 2.1213 -0.5741 4.2008 -0.003 -0.014 -0.015
C 3.0459 1.0689 -4.2509 0.011 0.023 -0.028
N 2.5113 1.0019 -2.8995 0.044 -0.173 0.009
C 1.2455 0.8639 -2.5002 -0.160 0.073 -0.021
N 1.1984 0.7824 -1.1875 0.020 0.090 0.511
C 2.5111 0.8678 -0.8189 0.060 -0.057 -0.148
N 3.3353 0.9821 -1.8293 -0.051 0.072 0.000
C 3.9225 -0.1179 -4.5669 -0.028 -0.028 0.085
C 5.2474 0.0212 -4.9483 -0.012 -0.009 -0.054
C 6.0169 -1.1060 -5.2194 0.007 0.003 -0.010
C 5.4795 -2.3745 -5.0920 0.004 -0.016 0.007
C 4.1524 -2.5149 -4.6950 -0.010 0.008 -0.010
C 3.3823 -1.3880 -4.4466 -0.025 0.003 -0.015
C 3.5517 -3.8307 -4.4916 0.106 0.048 -0.042
N 4.0529 -5.0110 -4.6021 -0.037 0.028 -0.004
N 3.0491 -5.8980 -4.2202 -0.029 0.024 -0.009
C 2.0283 -5.1771 -3.9127 -0.066 -0.096 0.026
O 2.2664 -3.8547 -4.0704 0.019 -0.010 0.037
C 0.7214 -5.5504 -3.3769 -0.016 0.008 -0.023
C 0.3905 -6.8797 -3.1263 0.019 -0.009 0.008
C -0.8303 -7.1760 -2.5475 -0.013 -0.014 -0.008
C -1.7176 -6.1605 -2.2033 -0.020 -0.003 -0.058
C -1.3955 -4.8396 -2.4672 0.087 0.067 0.040
C -2.2986 -3.6966 -2.0808 -0.069 -0.024 -0.012
N -1.6109 -2.7543 -1.2057 0.120 -0.037 -0.040
C -1.5695 -1.4223 -1.2716 -0.061 0.106 -0.045
N -0.8416 -0.9486 -0.2801 -0.197 0.160 0.428
C -0.4541 -2.0713 0.3864 0.070 -0.097 -0.071
N -0.8907 -3.1838 -0.1513 -0.139 0.020 0.049
C -0.1799 -4.5437 -3.0633 0.008 -0.002 0.003
H 3.5925 2.0042 -4.3621 0.012 -0.008 0.010
H 2.1853 1.0886 -4.9210 0.007 0.081 -0.007
H 0.4065 0.8557 -3.1761 -0.015 0.014 -0.010
H 2.8313 0.8614 0.2073 -0.007 0.008 0.028
H 5.6846 1.0081 -5.0338 0.007 0.009 0.018
H 7.0493 -0.9897 -5.5198 0.008 0.002 0.001
H 6.0730 -3.2579 -5.2837 0.011 0.002 0.001
H 2.3505 -1.5047 -4.1387 0.011 0.003 0.024
H 1.0979 -7.6596 -3.3732 0.002 -0.005 0.005
H -1.0897 -8.2054 -2.3416 -0.001 -0.007 0.000
H -2.6587 -6.4033 -1.7259 0.001 0.003 0.025
H -3.1996 -4.0522 -1.5805 0.023 -0.024 0.014
H -2.5949 -3.1311 -2.9656 -0.079 0.001 0.026
H -2.0684 -0.8448 -2.0324 -0.045 0.006 0.013
H 0.1770 -2.0608 1.2578 -0.029 0.055 0.036
H 0.0851 -3.5117 -3.2563 0.002 0.002 0.029
C 2.2589 4.8205 2.9393 0.008 0.037 -0.013
C 2.2417 4.6992 1.4095 -0.039 -0.074 -0.014
C 3.6725 4.5092 0.8913 0.003 0.015 0.004
C 1.6452 5.9736 0.7986 0.038 -0.028 -0.009
C 1.4212 3.5332 1.0284 0.079 0.017 -0.115
C 0.7482 2.5733 0.7150 -0.282 0.042 0.700
H 2.7951 5.7235 3.2426 0.021 -0.003 0.002
H 2.7510 3.9563 3.3871 -0.019 -0.015 0.004
H 1.2422 4.8707 3.3303 -0.003 0.012 0.001
H 4.2951 5.3642 1.1666 0.003 0.005 0.009
H 3.6776 4.4124 -0.1956 0.004 -0.005 -0.007
H 4.1164 3.6077 1.3161 0.005 -0.008 -0.005
H 2.2774 6.8347 1.0291 -0.006 0.009 0.015
H 0.6483 6.1593 1.1960 -0.068 0.002 0.016
H 1.5683 5.8790 -0.2855 0.004 0.005 -0.006
```
Positions in Å, forces in eV/Å.

The expectation value of S² is 0.76. Its energy relative to the best compared isomer or geometry (same formula, charge and spin) is 3.6 kcal/mol. As for the HOMO-LUMO gap (spin up / spin down): 6.18 / 6.15 eV. For the electronic energy, the calculation gives -3754.9034 Ha. Its multiplicity is 2. The highest occupied orbital energy (spin up / spin down) comes out at -6.524 / -6.498 eV.

These are the Mulliken partial charges, in e, on atoms 1 to 4: Co -0.0135; C -1.7163; C 1.4357; C -1.7067

***

# C4H3CdLiO2

A structure of composition C4H3CdLiO2 in a non-equilibrium geometry (the ωB97M-V functional and the def2-TZVPD basis, OMol25).

Structure (XYZ):
```
11
Properties=species:S:1:pos:R:3:forces:R:3
H -3.0552 -1.2124 1.7614 0.235 -0.059 0.732
C 1.7521 -0.1382 -0.3841 0.288 -0.523 -0.596
C 0.7232 0.8289 0.0134 -0.588 0.590 -0.143
C -0.5553 0.5128 -0.1590 -0.580 -0.968 1.688
C -1.7033 -0.0866 -0.1327 0.846 1.047 -3.023
O -2.7518 -0.5047 -0.5066 0.425 -0.087 1.636
O 2.9423 0.1475 -0.4812 -4.683 -3.107 -0.698
Cd 4.4380 1.2426 -0.1492 4.602 3.216 0.939
H 1.4168 -1.1434 -0.6882 0.097 0.152 0.191
H 1.0566 1.8254 0.3277 -0.183 -0.240 -0.093
Li -4.2633 -1.4718 0.3985 -0.459 -0.020 -0.635
```
Positions in Å, forces in eV/Å.

Its energy relative to the best compared isomer or geometry (same formula, charge and spin) is 47.5 kcal/mol. As for the HOMO-LUMO gap (spin up / spin down): 7.30 / 4.86 eV. As for the total charge: +2. For the electronic energy, the calculation gives -479.1130 Ha. The highest occupied orbital energy (spin up / spin down) comes out at -17.648 / -15.201 eV.

These are the natural (NBO) partial charges, in e, on atoms 1 to 4: H 0.0113; C 0.4855; C -0.1663; C -0.1706

***

# C3HCl2NS

The molecule C3HCl2NS in a non-equilibrium geometry (the ωB97M-V functional and the def2-TZVPD basis, OMol25).

Structure (XYZ):
```
8
Properties=species:S:1:pos:R:3:forces:R:3
N 1.1049 -2.2408 -1.5186 -0.733 0.958 0.462
C 0.5618 -1.3828 -0.9613 1.485 1.435 0.751
C -0.1291 -0.3189 -0.1442 -1.633 0.113 -0.560
Cl -1.4037 -1.3391 0.5685 -0.464 -0.142 0.743
S -0.8616 1.1276 -0.9547 0.245 -0.036 0.297
C -0.0700 1.1266 0.6537 2.254 -2.621 -4.294
Cl 1.4156 1.9367 0.8552 0.740 0.409 0.142
H -0.6179 1.0906 1.5014 -1.893 -0.116 2.460
```
Positions in Å, forces in eV/Å.

Its energy relative to the best compared isomer or geometry (same formula, charge and spin) is 23.8 kcal/mol. As for the HOMO-LUMO gap: 10.24 eV. For the electronic energy, the calculation gives -1488.1571 Ha. The structure (SMILES) is N#C[C@]1(Cl)S[C@@H]1Cl. The highest occupied orbital energy comes out at -10.268 eV.

These are the natural (NBO) partial charges, in e, on atoms 1 to 4: N -0.2615; C 0.2492; C -0.2712; Cl 0.0113

***

> Which of these has the lowest electronic energy?

C44H46CoFN9O

***

> Among the records above, which one has the lowest electronic energy?

C44H46CoFN9O

***

Repeat the fourth record exactly.
# C4H3CdLiO2

A structure of composition C4H3CdLiO2 in a non-equilibrium geometry (the ωB97M-V functional and the def2-TZVPD basis, OMol25).

Structure (XYZ):
```
11
Properties=species:S:1:pos:R:3:forces:R:3
H -3.0552 -1.2124 1.7614 0.235 -0.059 0.732
C 1.7521 -0.1382 -0.3841 0.288 -0.523 -0.596
C 0.7232 0.8289 0.0134 -0.588 0.590 -0.143
C -0.5553 0.5128 -0.1590 -0.580 -0.968 1.688
C -1.7033 -0.0866 -0.1327 0.846 1.047 -3.023
O -2.7518 -0.5047 -0.5066 0.425 -0.087 1.636
O 2.9423 0.1475 -0.4812 -4.683 -3.107 -0.698
Cd 4.4380 1.2426 -0.1492 4.602 3.216 0.939
H 1.4168 -1.1434 -0.6882 0.097 0.152 0.191
H 1.0566 1.8254 0.3277 -0.183 -0.240 -0.093
Li -4.2633 -1.4718 0.3985 -0.459 -0.020 -0.635
```
Positions in Å, forces in eV/Å.

Its energy relative to the best compared isomer or geometry (same formula, charge and spin) is 47.5 kcal/mol. As for the HOMO-LUMO gap (spin up / spin down): 7.30 / 4.86 eV. As for the total charge: +2. For the electronic energy, the calculation gives -479.1130 Ha. The highest occupied orbital energy (spin up / spin down) comes out at -17.648 / -15.201 eV.

These are the natural (NBO) partial charges, in e, on atoms 1 to 4: H 0.0113; C 0.4855; C -0.1663; C -0.1706